(P)
The following is a quantum chemistry calculation of one molecule with the formula C2H4NO2P, from OMol25.

```
! RIJCOSX wB97M-V def2-TZVPD def2/J DEFGRID3
* xyz 0 3
C -0.11 -0.11 1.07
C -0.30 -0.76 -0.29
N 1.13 1.37 -0.20
O 1.09 0.63 0.98
O -0.27 0.95 -2.59
P 0.27 0.63 -1.28
H -0.90 0.53 1.22
H -0.02 -0.77 1.97
H 0.41 -1.67 -0.44
H -1.29 -0.80 -0.45
*
```

## Properties
gap between HOMO and LUMO (alpha / beta) = 6.5379 / 8.3877 eV
LUMO level (alpha / beta) = 0.42 / -2.63 eV

(Q)
The following is a quantum chemistry calculation of one molecule with the formula C2H4NO2P, from OMol25.

```
! RIJCOSX wB97M-V def2-TZVPD def2/J DEFGRID3
* xyz 0 3
C 0.68 -1.19 -0.17
C -0.31 1.38 0.48
N 1.57 -0.40 -0.58
O -2.27 -1.15 0.14
O -0.93 1.03 -0.80
P -1.01 -0.37 0.02
H 0.66 -2.35 -0.06
H -1.33 1.81 1.16
H 2.47 -0.75 -0.78
H 0.46 1.99 0.59
*
```

## Properties
gap between HOMO and LUMO (alpha / beta) = 6.2112 / 6.9003 eV
LUMO level (alpha / beta) = 0.25 / -3.19 eV

Which structure is the least stable? The one labeled (Q).

(P)
The following is a quantum chemistry calculation of a 2-piece molecular cluster, C9H16N3O overall, from OMol25.

```
! RIJCOSX wB97M-V def2-TZVPD def2/J DEFGRID3
* xyz 1 1
C -0.59 -2.43 1.21
C -2.10 -0.54 0.71
N -0.92 -1.07 0.78
N -3.15 -1.33 0.99
N -2.46 0.76 0.21
H -0.01 -0.48 0.63
H -3.13 -1.80 1.88
H -3.87 -1.34 0.34
H -1.72 1.43 -0.12
H -3.21 1.29 0.81
H -0.61 -3.21 0.40
H -1.35 -2.52 2.10
H 0.39 -2.48 1.75
C 1.20 2.86 1.17
C 0.54 1.73 -0.90
C 1.52 1.75 0.24
C 0.53 0.71 -1.83
C 2.18 0.62 0.60
C 1.32 -0.45 -1.45
C 2.16 -0.42 -0.34
O 0.99 -1.53 -2.22
H -0.30 2.51 -0.74
H 0.17 0.64 -2.79
H 2.13 3.52 1.35
H 0.71 2.55 2.13
H 2.83 0.58 1.50
H 2.86 -1.25 -0.38
H 1.63 -2.40 -2.14
H 0.71 3.69 0.69
*
```

## Properties
gap between HOMO and LUMO = 8.8560 eV
LUMO level = -2.82 eV

(Q)
The following is a quantum chemistry calculation of an isolated ion of composition C9H16N3O and charge +1, from OMol25.

```
! RIJCOSX wB97M-V def2-TZVPD def2/J DEFGRID3
* xyz 1 1
C -0.31 -3.57 -0.81
N -1.10 -2.34 -0.79
C -0.32 -1.18 -0.40
C -1.18 0.01 -0.07
C -2.55 -0.18 0.09
N -3.34 0.85 0.36
N -2.95 2.10 0.51
C -1.66 2.30 0.38
C -0.70 1.30 0.08
C 0.73 1.70 -0.05
C 1.68 1.11 1.02
C 3.14 1.34 0.65
O 3.57 0.56 -0.46
H 0.23 -3.67 0.14
H -0.99 -4.43 -0.89
H 0.42 -3.62 -1.62
H -1.47 -2.18 -1.72
H 0.41 -0.87 -1.16
H 0.25 -1.44 0.51
H -3.01 -1.16 -0.01
H -4.34 0.71 0.47
H -1.36 3.34 0.49
H 1.08 1.44 -1.06
H 0.80 2.79 0.03
H 1.48 1.60 1.98
H 1.53 0.04 1.17
H 3.78 1.09 1.50
H 3.30 2.40 0.40
H 2.87 -0.04 -0.75
*
```

## Properties
gap between HOMO and LUMO = 8.2272 eV
LUMO level = -4.84 eV

(R)
The following is a quantum chemistry calculation of a 2-piece molecular cluster, C9H16N3O overall, from OMol25.

```
! RIJCOSX wB97M-V def2-TZVPD def2/J DEFGRID3
* xyz 1 1
C 2.02 -2.75 -0.68
C 0.12 -3.04 1.07
N -0.67 -2.33 1.96
N 1.01 -2.25 0.40
N 0.03 -4.36 0.67
H -0.71 -1.19 1.77
H -1.17 -2.89 2.61
H 1.54 -1.44 0.88
H -0.86 -4.93 0.87
H 0.95 -4.68 0.48
H 2.83 -2.02 -0.50
H 1.52 -2.31 -1.59
H 2.20 -3.77 -0.94
C -1.22 4.06 -2.13
C -0.06 1.12 0.75
C -1.19 1.77 1.07
C 0.56 1.27 -0.42
C -1.58 2.69 0.07
C 0.21 2.29 -1.35
C -0.91 3.00 -1.04
O 0.36 0.12 1.60
H 0.65 0.45 2.57
H -1.64 1.90 2.01
H 1.49 0.60 -0.68
H -2.59 3.18 0.20
H 0.76 2.46 -2.34
H -1.18 5.02 -1.74
H -2.10 4.03 -2.74
H -0.38 4.01 -2.83
*
```

## Properties
gap between HOMO and LUMO = 9.4849 eV
LUMO level = -2.73 eV

Which structure is the least stable? The one labeled (P).

(P)
The following is a quantum chemistry calculation of one molecule with the formula C3H5FO3, from OMol25.

```
! RIJCOSX wB97M-V def2-TZVPD def2/J DEFGRID3
* xyz 0 1
C -1.35 -1.71 0.13
O -0.57 -0.60 0.51
C 0.01 0.33 -0.30
O -0.17 0.52 -1.48
C 1.10 1.28 0.47
O 1.33 2.39 -0.28
F 2.27 0.42 0.43
H -1.30 -2.06 -0.99
H -2.37 -1.55 0.57
H -0.91 -2.54 0.65
H 0.80 1.39 1.50
H 1.16 2.13 -1.19
*
```

## Properties
gap between HOMO and LUMO = 11.7768 eV
LUMO level = 0.75 eV

(Q)
The following is a quantum chemistry calculation of a 2-piece molecular cluster, C3H5FO3 overall, from OMol25.

```
! RIJCOSX wB97M-V def2-TZVPD def2/J DEFGRID3
* xyz 0 1
O -1.80 -0.28 -1.33
C -1.66 -0.19 -0.13
O -1.44 1.00 0.47
O -1.93 -1.25 0.71
H -1.35 1.80 -0.09
H -2.02 -2.03 0.12
C 1.89 0.85 -0.15
C 1.47 -0.37 0.27
F 0.72 -1.19 -0.46
H 1.71 1.14 -1.20
H 2.60 1.33 0.52
H 1.80 -0.80 1.27
*
```

## Properties
gap between HOMO and LUMO = 10.6070 eV
LUMO level = 0.64 eV

Which structure is the least stable? The one labeled (Q).

(P)
The following is a quantum chemistry calculation of one molecule with the formula C7H13N3O5, from OMol25.

```
! RIJCOSX wB97M-V def2-TZVPD def2/J DEFGRID3
* xyz 0 1
N -2.60 1.34 2.21
C -3.40 0.49 1.49
O -4.62 0.43 1.55
C -2.65 -0.30 0.42
C -1.51 0.53 -0.23
N -1.71 0.59 -1.77
C -0.15 0.17 0.23
O 0.01 -0.04 1.46
N 0.84 -0.04 -0.63
C 2.36 -0.10 -0.40
C 2.91 -1.41 0.52
O 2.58 -1.29 1.90
C 3.19 -0.12 -1.68
O 4.31 -0.42 -1.87
O 2.30 0.04 -2.82
H -1.61 1.02 2.44
H -2.93 2.15 2.87
H -2.16 -1.16 0.77
H -3.37 -0.56 -0.25
H -1.72 1.56 0.28
H -2.69 1.11 -1.82
H -2.10 -0.43 -2.04
H 0.54 0.19 -1.56
H 2.75 0.84 0.29
H 2.72 -2.51 -0.10
H 4.15 -1.19 0.33
H 1.66 -0.98 1.87
H 2.90 0.07 -3.47
*
```

## Properties
gap between HOMO and LUMO = 10.2944 eV
LUMO level = 0.45 eV

(Q)
The following is a quantum chemistry calculation of one molecule with the formula C7H13N3O5, from OMol25.

```
! RIJCOSX wB97M-V def2-TZVPD def2/J DEFGRID3
* xyz 0 1
N 3.51 -2.33 0.04
C 2.35 -1.58 0.03
O 1.28 -2.12 0.02
C 2.45 -0.04 0.01
C 1.17 0.73 0.33
N 0.09 0.06 -0.36
C -1.17 0.27 -0.01
O -1.58 1.24 0.63
C -2.11 -0.90 -0.39
N -1.71 -2.23 0.07
C -3.52 -0.74 0.21
O -4.30 0.26 -0.40
C 1.33 2.25 -0.05
O 2.37 2.63 -0.54
O 0.33 3.07 0.25
H 3.42 -3.28 0.29
H 4.40 -1.86 0.22
H 3.30 0.41 0.58
H 2.78 0.22 -1.05
H 0.92 0.63 1.38
H 0.38 -0.85 -0.69
H -2.14 -1.01 -1.50
H -0.90 -2.54 -0.46
H -1.32 -2.11 1.02
H -4.14 -1.66 0.08
H -3.39 -0.61 1.31
H -3.85 1.12 -0.31
H -0.46 2.54 0.47
*
```

## Properties
gap between HOMO and LUMO = 9.8997 eV
LUMO level = 0.27 eV

Which structure is the least stable? The one labeled (P).

(P)
The following is a quantum chemistry calculation of one molecule with the formula C3H10N4, from OMol25.

```
! RIJCOSX wB97M-V def2-TZVPD def2/J DEFGRID3
* xyz 0 1
H 2.73 -1.85 0.21
N 2.82 -1.28 -0.63
C 1.69 -0.75 -0.96
N 0.47 -1.32 -0.66
C -0.70 -0.46 -0.56
N -0.90 0.23 0.73
C -1.88 1.30 0.61
N 0.47 0.79 1.16
H 1.65 -0.02 -1.79
H 0.50 -1.97 0.12
H -1.57 -1.10 -0.74
H -0.66 0.27 -1.38
H -2.84 0.91 0.26
H -1.56 2.09 -0.09
H -2.06 1.76 1.59
H 0.94 1.34 0.43
H 0.91 0.05 1.71
*
```

## Properties
gap between HOMO and LUMO = 10.3590 eV
LUMO level = 0.99 eV

(Q)
The following is a quantum chemistry calculation of one molecule with the formula C3H10N4, from OMol25.

```
! RIJCOSX wB97M-V def2-TZVPD def2/J DEFGRID3
* xyz 0 1
H 0.25 -2.05 0.32
N 1.20 -1.69 0.23
C 1.27 -0.45 -0.04
N 2.47 0.16 -0.21
C 0.10 0.53 -0.17
N 0.36 1.74 0.59
N -1.20 0.06 0.36
C -2.09 -0.58 -0.60
H 3.29 -0.39 -0.05
H 2.49 1.16 -0.06
H -0.04 0.79 -1.22
H -0.71 2.01 0.68
H 0.61 1.51 1.55
H -1.03 -0.56 1.15
H -2.98 -0.93 -0.08
H -2.36 0.15 -1.36
H -1.64 -1.45 -1.10
*
```

## Properties
gap between HOMO and LUMO = 10.1558 eV
LUMO level = 1.07 eV

Which structure is the least stable? The one labeled (P).

(P)
The following is a quantum chemistry calculation of a 2-piece molecular cluster, C3H10N4 overall, from OMol25.

```
! RIJCOSX wB97M-V def2-TZVPD def2/J DEFGRID3
* xyz 0 1
C 0.74 0.66 1.49
N 0.92 -0.30 2.42
N 1.52 0.84 0.45
H 1.54 -1.07 2.24
H 0.99 1.27 -0.49
H 2.16 0.10 0.19
H 0.16 -0.50 3.06
H -0.14 1.28 1.57
H -0.75 -1.07 0.35
C -0.72 -0.94 -0.75
C -1.09 0.48 -1.10
N -1.86 -1.44 -1.39
N -0.31 1.32 -1.73
H -1.92 -1.20 -2.38
H 0.35 0.80 -2.32
H 0.31 -1.18 -1.14
H -1.87 0.94 -0.49
*
```

## Properties
gap between HOMO and LUMO (alpha / beta) = 5.6080 / 5.6132 eV
LUMO level (alpha / beta) = -0.28 / -0.27 eV

(Q)
The following is a quantum chemistry calculation of a 3-piece molecular cluster, C3H10N4 overall, from OMol25.

```
! RIJCOSX wB97M-V def2-TZVPD def2/J DEFGRID3
* xyz 0 1
C 0.74 -0.37 0.81
C -1.87 -0.68 -0.67
N -1.23 -0.02 0.45
C 0.87 0.16 -0.44
N -1.47 1.37 0.49
N 2.82 -0.35 0.52
N 0.87 0.62 -1.54
H -1.66 1.76 -0.43
H -2.24 1.58 1.11
H 3.09 -1.31 0.71
H 3.15 0.20 1.32
H 1.75 0.79 -2.01
H 0.70 0.30 1.65
H 0.63 -1.43 0.93
H -1.67 -0.20 -1.64
H -1.52 -1.72 -0.72
H -2.96 -0.70 -0.53
*
```

## Properties
gap between HOMO and LUMO (alpha / beta) = 7.5997 / 7.6012 eV
LUMO level (alpha / beta) = 0.78 / 0.78 eV

Which structure is the least stable? The one labeled (Q).